Entry from the OMol25 dataset: 2 unconnected molecules or ions with the total composition C3H7PS (ωB97M-V/def2-TZVPD).

Properties
- Kohn-Sham gap: 9.56 eV
- HOMO level: -8.9 eV
- Structure (SMILES): CC#P.CS

Element x y z (Å)
1 C 1.38684 0.91590 0.10278
2 C 1.60049 -0.50946 -0.14930
3 P 2.10138 -1.96247 -0.35397
4 H 0.71440 1.35510 -0.61393
5 H 2.30052 1.36906 0.17926
6 H 0.85698 1.14037 0.97851
7 C -1.52500 -0.64446 0.45898
8 S -2.04325 -0.21360 -1.29539
9 H -2.40959 -1.26778 0.87439
10 H -1.18187 0.29148 0.97483
11 H -0.66521 -1.27750 0.23205
12 H -1.13569 0.80336 -1.38821

=====

Entry from the OMol25 dataset: a single C3H7PS2 molecule (ωB97M-V/def2-TZVPD).

Properties
- Kohn-Sham gap: 9.05 eV
- HOMO level: -8.5 eV
- Structure (SMILES): C/C=C/SPS

Element x y z (Å)
1 C -2.00312 -0.90011 -0.73474
2 C -0.84194 -0.56955 0.08504
3 C -0.71175 0.42114 0.94737
4 S 0.92801 0.92085 1.50581
5 P 2.33121 -0.09093 0.25024
6 S 3.15240 1.35325 -1.00790
7 H -2.00385 -1.97358 -0.63347
8 H -1.88829 -0.64740 -1.73064
9 H -3.01461 -0.36898 -0.34786
10 H 0.00907 -1.09973 -0.34148
11 H -1.43409 0.91516 1.46595
12 H 3.34124 -0.18710 1.25923
13 H 2.13572 2.22699 -0.71753

=====

Entry from the OMol25 dataset: 2 unconnected molecules or ions with the total composition C3H7S (ωB97M-V/def2-TZVPD).

Properties
- Kohn-Sham gap: 6.15 eV
- HOMO level: -2.5 eV
- Net charge: -1

Element x y z (Å)
1 S 1.97844 2.83605 2.16771
2 H 2.57672 1.68074 2.61715
3 C -0.75266 0.59540 -0.64940
4 C -0.73774 -0.86610 -0.86395
5 C -0.02466 -1.76889 -0.12664
6 H -1.01971 1.14236 -1.53664
7 H 0.20892 1.07174 -0.11399
8 H -1.45303 0.85460 0.08889
9 H -0.99387 -1.18551 -1.93146
10 H -0.07154 -2.77656 -0.55128
11 H 0.28913 -1.58384 0.89962

=====

Entry from the OMol25 dataset: a molecular structure, C3H8B3NO4Sr (ωB97M-V/def2-TZVPD).

Properties
- Kohn-Sham gap: 5.84 eV
- HOMO level: -15.6 eV
- Net charge: +2

Element x y z (Å)
1 C 2.33453 -1.28092 0.62807
2 C 1.74124 -0.79564 -0.80179
3 O 2.25525 -1.34071 -1.81100
4 N 0.66314 0.21734 -0.92834
5 C 1.11397 1.59347 -0.53643
6 B -0.59051 -0.19523 -0.25708
7 O -0.74134 -0.51208 1.14491
8 B -1.61146 0.56076 1.64136
9 O -2.90745 0.72859 1.01322
10 B -2.95570 0.17070 -0.29402
11 O -1.80610 -0.26045 -1.08767
12 H 1.70611 -2.19877 0.93626
13 H 3.43319 -1.54240 0.49724
14 H 2.13179 -0.44762 1.37760
15 H 0.72329 1.95904 0.47398
16 H 2.26158 1.56938 -0.44052
17 H 0.82723 2.40633 -1.30111
18 H -1.17764 1.26251 2.49702
19 H -4.04316 0.07129 -0.79512
20 Sr -3.35793 -1.96558 -1.95661

=====

Entry from the OMol25 dataset: 2 unconnected molecules or ions with the total composition C3H8BNO2 (ωB97M-V/def2-TZVPD).

Properties
- Kohn-Sham gap: 8.75 eV
- HOMO level: -8.9 eV

Element x y z (Å)
1 B -0.39878 -0.25689 1.73122
2 C 0.01257 0.30557 -1.17893
3 C 1.24676 -0.03587 -1.96139
4 C -0.53945 -0.86287 -0.38211
5 N -0.42888 1.50342 -1.10733
6 O -1.31156 0.66663 2.06769
7 O 0.49479 -0.76577 2.57545
8 H 2.09809 -0.10109 -1.23184
9 H 1.06802 -1.07822 -2.39025
10 H 1.32184 0.72109 -2.77245
11 H -1.60477 -0.98974 -0.56763
12 H 0.11719 -1.71391 -0.56710
13 H -1.17797 1.77846 -0.58438
14 H -1.27765 1.04186 2.98762
15 H 0.37982 -0.21268 3.38142

=====

Entry from the OMol25 dataset: a molecular structure, C3H8BrClSi (ωB97M-V/def2-TZVPD).

Properties
- Kohn-Sham gap: 8.56 eV
- HOMO level: -9.1 eV

Element x y z (Å)
1 C -0.58981 0.93967 1.71077
2 C 0.11436 -1.03866 -2.40900
3 C 0.18942 0.27275 0.58417
4 Si -0.83356 -0.21316 -0.88107
5 Cl -2.62104 -0.92997 -0.40686
6 Br -1.37533 2.69328 -1.64186
7 H -1.06884 1.80517 1.29973
8 H -1.61719 0.42606 2.11709
9 H 0.12492 1.11182 2.45064
10 H 1.04376 -1.18268 -2.03939
11 H -0.52986 -1.87360 -2.63637
12 H 0.13532 -0.17264 -3.17415
13 H 0.75960 -0.67072 1.09326
14 H 0.85617 1.03623 0.27941

=====

Entry from the OMol25 dataset: a molecular structure, C3H8BrCuNO (ωB97M-V/def2-TZVPD).

Properties
- Kohn-Sham gap (alpha / beta): 8.89 / 5.35 eV
- HOMO level (alpha / beta): -18.4 / -18.4 eV
- Net charge: +2
- ⟨S²⟩: 0.75
- Spin multiplicity: 2

Element x y z (Å)
1 Cu -2.39094 -4.16590 1.99782
2 Br -1.72446 -2.02329 0.68991
3 C 1.66296 -0.81087 -0.98374
4 C 1.10107 0.39013 -0.21212
5 O 1.73583 0.87758 0.64600
6 N -0.33134 0.94070 -0.50313
7 H -0.28928 1.63437 -1.23604
8 H -0.85160 0.11887 -0.77518
9 C -0.98129 1.51016 0.86968
10 H 1.86805 -0.51125 -2.01149
11 H 0.86189 -1.54814 -1.03669
12 H 2.60447 -1.25606 -0.66206
13 H -0.38569 2.39010 1.11274
14 H -0.89358 0.66499 1.55240
15 H -1.98608 1.78861 0.55189

=====

Entry from the OMol25 dataset: a single C3H8BrFSi molecule (ωB97M-V/def2-TZVPD).

Properties
- Kohn-Sham gap: 10.39 eV
- HOMO level: -9.8 eV
- Structure (SMILES): C[Si](C)(F)CBr

Element x y z (Å)
1 C -1.15150 -1.43711 -0.30601
2 Si 0.46515 -0.42587 -0.18898
3 C 0.16645 1.36192 -1.36627
4 F 1.60939 -1.36118 -0.67540
5 C 0.85052 0.36461 1.52387
6 Br -0.41855 -0.03889 2.96167
7 H -1.39333 -1.68792 0.71385
8 H -2.13504 -0.92033 -0.56547
9 H -1.03872 -2.25390 -1.02674
10 H 0.85047 2.01440 -0.83161
11 H 0.56089 1.17262 -2.40812
12 H -0.86859 1.74744 -1.36175
13 H 1.75152 0.02081 2.09480
14 H 0.75135 1.44340 1.43617

=====

In a.u., the electronic energy values for the records above are, in order, -857.95091; -1256.18444; -516.66810; -579.68053; -349.20616; -3442.82129; -4462.84943; -3082.52379.